Record 1
Formula: C2H6ClN2O
Source: the OMol25 dataset
Level of theory: ωB97M-V/def2-TZVPD

Values from the calculation:
E_HOMO = -14.541 eV
Orbital gap = 9.250 eV
Net charge = +1
Relative energy (zero: lowest compared OMol25 entry of this formula, charge and spin) = 457.2 kJ/mol

Last column: natural (NBO) charge in e.
Geometry (Å):
C: 0.03846 -0.26023 -0.27531  0.473
C: -2.13491 -0.61332 0.69474  -0.271
N: 0.88334 -1.12198 0.29380  -0.323
N: 0.17959 0.66188 -1.13573  -0.763
O: 2.24081 -1.05166 0.00943  -0.502
Cl: -3.16756 -0.12339 -0.50168  0.154
H: -2.33519 -0.05551 1.58040  0.228
H: -1.97676 -1.63110 0.91806  0.210
H: 0.41976 -1.53910 1.06180  0.410
H: -0.62735 1.12518 -1.55512  0.442
H: 1.09148 0.75400 -1.64296  0.437
H: 2.42111 -2.02893 -0.36659  0.504

---

Record 2
Formula: C2H6ClNO2S
Source: the OMol25 dataset
Level of theory: ωB97M-V/def2-TZVPD

Values from the calculation:
E_HOMO (alpha / beta) = -8.720 / -9.161 eV
Orbital gap (alpha / beta) = 9.108 / 8.459 eV
Relative energy (zero: lowest compared OMol25 entry of this formula, charge and spin) = 303.6 kJ/mol

Last column: natural (NBO) charge in e.
Geometry (Å):
C: 0.65133 0.97602 -0.67401  -0.630
C: -0.29047 1.57249 0.34344  -0.386
N: 0.75385 -2.09344 0.47287  -0.279
O: -1.64106 0.03801 -1.66426  -0.822
O: -0.41137 -2.53462 1.01390  -0.514
S: -0.21558 -0.30194 -1.73099  0.967
Cl: -0.40862 0.56885 1.80815  -0.078
H: 1.01377 1.75594 -1.34607  0.232
H: 1.49376 0.46049 -0.21872  0.254
H: -1.29852 1.63418 -0.07360  0.249
H: 0.04236 2.55664 0.67373  0.226
H: 1.05531 -2.83950 -0.16001  0.296
H: -0.74477 -1.79314 1.55557  0.485